[1]
Computed, not measured: 2 unconnected molecules or ions with the total composition C3H9NOS at a distorted geometry, with the ωB97M-V functional and the def2-TZVPD basis.

Largest force on an atom in eV/A: 2.076
E in Ha: -647.8701
Relative energy (zero: lowest compared OMol25 entry of this formula, charge and spin) in kcal per mole: 17.6
HOMO-LUMO gap in Ha: 0.344

Element x y z (Å)
C  -1.5253  0.5175  1.4640
C  2.4276  0.2233  0.1354
H  0.9980  0.5127  -1.2703
H  3.4309  0.6782  0.3088
C  -0.9868  -1.4037  -0.4686
H  1.8164  1.9439  -0.9976
O  2.0830  -0.9067  0.4022
S  -1.6390  0.3068  -0.3435
H  -1.7152  -2.0477  -0.9591
H  -0.5500  0.2031  1.8749
H  -1.5109  1.5738  1.7250
H  -0.7026  -1.8153  0.5116
H  -2.2114  -0.1623  1.9735
N  1.7626  0.9626  -0.7930
H  -0.0320  -1.4331  -0.9760

***

[2]
Computed, not measured: a single C3H9NOS2 molecule at a distorted geometry, with the ωB97M-V functional and the def2-TZVPD basis.

Largest force on an atom in eV/A: 3.636
E in Ha: -1046.0526
Relative energy (zero: lowest compared OMol25 entry of this formula, charge and spin) in kcal per mole: 20.7
HOMO-LUMO gap in Ha: 0.351

Element x y z (Å)
H  -0.8193  0.5711  -3.2040
H  -1.1381  -0.6013  -0.2073
H  1.0815  0.7123  1.3654
C  -0.4537  0.2111  -0.1306
C  0.1626  0.5028  -1.5216
O  -0.8418  1.0381  -2.3669
H  -1.5515  1.3463  1.2228
H  1.4450  -0.7310  0.3939
H  2.0476  -2.6934  2.6973
H  0.4384  -0.4956  -1.8730
N  -1.1941  1.4027  0.2872
S  0.9083  -2.9591  2.0394
C  0.6540  -0.1329  0.8288
H  0.9859  1.2030  -1.4087
H  -1.7545  1.7255  -0.4173
S  0.0298  -1.0995  2.2945

***

- Look up the HOMO-LUMO gap of the second one.
  0.351 Ha

***

- The lowest HOMO-LUMO gap belongs to which entry?
  C3H9NOS

***

- Look up the E of the first one.
  -647.8701 Ha

***

- Look up the E of the second one.
  -1046.0526 Ha